No. 1
The following is a DFT calculation (ωB97M-V/def2-TZVPD) of a structure of composition C14H23AgClN2O2.

The value obtained for the energy above the lowest of the compared OMol25 structures with the same formula, charge and spin is 0.0 kcal per mole. The calculation puts the HOMO energy at -3.55 eV. The spin multiplicity is 1. The total charge is -1. Its total energy is -1414.45907 hartree.

Each line ends with the Löwdin charge.
Cartesian coordinates (Å):
H  0.38  -0.26  4.06  0.082
N  1.65  0.32  -0.30  -0.288
H  2.06  -1.46  -1.40  0.091
C  1.44  4.04  0.94  -0.641
H  -1.98  -1.32  2.50  0.079
H  0.99  -0.27  -2.18  0.080
H  -1.65  1.23  -3.24  0.107
C  -2.22  -2.22  -1.62  -0.146
C  -2.41  1.43  -0.63  -0.255
C  1.25  -0.72  -1.23  -0.101
C  0.02  0.24  3.14  -0.117
Cl  -1.52  -3.58  -3.88  0.578
H  3.12  -0.73  0.79  0.118
H  2.20  4.63  1.51  0.104
H  -0.97  0.66  3.34  0.081
Ag  -0.53  2.01  0.27  0.755
H  2.92  1.97  -0.18  0.071
H  -1.30  -0.81  -4.56  0.095
H  -2.68  2.30  -1.25  0.008
C  -1.00  -1.74  2.31  -0.127
C  1.24  -1.21  1.66  -0.221
C  -1.80  -2.12  -2.94  -0.703
C  2.16  -0.21  0.96  -0.216
H  2.36  0.64  1.61  0.102
H  -2.76  -1.14  0.14  0.091
H  0.36  -1.25  -0.87  0.067
H  2.22  1.68  -1.77  0.086
N  -0.06  -0.68  2.03  -0.272
C  -2.44  -1.06  -0.89  -0.085
O  1.08  4.47  -0.16  -0.101
C  2.64  1.19  -0.89  -0.114
O  1.09  2.96  1.52  -0.228
C  -1.83  0.26  -2.78  -0.081
H  0.67  1.08  2.91  0.049
H  1.79  -1.58  2.55  0.119
H  -3.15  1.30  0.16  0.006
C  -2.23  0.22  -1.43  -0.365
H  -1.07  -2.41  1.46  0.072
C  -1.62  -0.88  -3.53  -0.145
H  -2.38  -3.19  -1.18  0.095
H  3.55  0.64  -1.19  0.082
H  1.08  -2.07  1.01  0.104
H  -0.71  -2.34  3.20  0.082

***

No. 2
The following is a DFT calculation (ωB97M-V/def2-TZVPD) of a structure of composition C7H14Cl14.

The value obtained for the energy above the lowest of the compared OMol25 structures with the same formula, charge and spin is 204.2 kcal per mole. The calculation puts the HOMO energy at -9.25 eV. The spin multiplicity is 1. The total charge is 0. Its total energy is -6717.46441 hartree.

Each line ends with the Löwdin charge.
Cartesian coordinates (Å):
H  3.76  -0.07  1.67  0.019
H  2.11  -0.73  4.80  0.038
H  -0.52  -2.21  1.82  -0.073
Cl  2.93  0.80  -0.33  0.613
H  0.44  -0.43  -3.67  -0.082
H  1.11  0.06  -0.63  -0.213
Cl  -1.36  3.95  -0.42  0.479
Cl  -0.75  -1.36  -0.34  0.650
C  -1.52  -1.87  2.07  -1.159
C  0.27  0.04  0.06  -0.984
Cl  -1.52  -0.50  3.26  0.453
H  -1.78  1.86  -1.55  -0.182
Cl  -1.35  0.46  -3.14  0.614
H  -2.00  -1.49  1.16  -0.073
Cl  1.75  -1.55  -1.99  0.532
Cl  -3.84  2.67  -0.83  0.473
C  1.64  -0.09  4.05  -0.842
H  -2.85  -1.44  -2.78  0.047
H  -2.29  3.33  -2.48  0.042
Cl  1.26  -1.01  2.56  0.559
H  -2.40  -0.61  -1.27  -0.086
H  2.12  -0.39  -4.06  0.043
C  -2.66  -0.47  -2.31  -0.914
H  0.70  -0.03  1.06  -0.122
Cl  -4.14  0.50  -2.22  0.512
C  -2.25  2.85  -1.51  -1.149
Cl  -2.41  -3.23  2.63  0.565
C  3.67  -0.43  0.65  -0.889
Cl  -0.71  1.59  0.02  0.545
Cl  0.15  0.48  4.84  0.457
Cl  1.31  1.36  -2.57  0.507
H  4.65  -0.52  0.19  0.037
H  2.26  0.75  3.73  0.038
Cl  2.76  -2.00  0.71  0.466
C  1.42  -0.30  -3.22  -0.922

***

No. 3
The following is a DFT calculation (ωB97M-V/def2-TZVPD) of a cluster of 2 separate species, C3H8NS in total.

The value obtained for the energy above the lowest of the compared OMol25 structures with the same formula, charge and spin is 59.3 kcal per mole. The calculation puts the HOMO energy (spin up / spin down) at -9.02 / -8.94 eV. The spin multiplicity is 2. The total charge is 0. Its total energy is -571.89120 hartree.

Each line ends with the Löwdin charge.
Cartesian coordinates (Å):
N  1.93  0.35  1.00  -0.105
H  0.47  -0.51  2.44  0.095
C  1.31  1.08  0.15  -0.032
C  -2.02  0.22  -1.41  -0.453
H  0.75  -1.41  0.87  0.115
H  -2.76  -0.41  -0.85  0.031
H  0.54  0.45  -0.35  0.014
S  -0.99  -1.02  -2.49  0.433
H  -2.77  0.65  -2.16  0.043
H  -1.19  0.67  -0.87  -0.053
H  1.59  2.06  -0.23  0.073
H  1.84  -1.42  2.20  0.033
C  1.29  -0.69  1.69  -0.193

***

No. 4
The following is a DFT calculation (ωB97M-V/def2-TZVPD) of a cluster of 2 separate species, C4H3BrO in total.

The value obtained for the energy above the lowest of the compared OMol25 structures with the same formula, charge and spin is 98.4 kcal per mole. The calculation puts the HOMO energy at -8.69 eV. The spin multiplicity is 1. The total charge is 0. Its total energy is -2803.26160 hartree.

Each line ends with the Löwdin charge.
Cartesian coordinates (Å):
Br  4.08  1.16  -0.11  0.563
C  -1.39  0.08  0.47  -0.055
C  2.39  0.47  -0.66  -0.793
H  -2.24  -0.12  1.17  0.119
C  -0.89  -1.01  -0.24  -0.217
O  -0.92  -2.11  -0.58  0.246
H  -0.70  0.57  1.12  0.085
H  -1.60  0.92  -0.39  0.188
C  1.28  0.04  -0.78  -0.136

***

No. 5
The following is a DFT calculation (ωB97M-V/def2-TZVPD) of a cluster of 2 separate species, C26H29N2O4 in total.

The value obtained for the energy above the lowest of the compared OMol25 structures with the same formula, charge and spin is 281.1 kcal per mole. The calculation puts the HOMO energy at -10.50 eV. The spin multiplicity is 1. The total charge is +1. Its total energy is -1418.02435 hartree.

Each line ends with the Löwdin charge.
Cartesian coordinates (Å):
H  2.59  3.04  -7.69  0.075
H  3.87  1.09  -1.39  0.109
C  -1.73  -2.11  1.27  0.048
H  3.40  -2.87  2.51  0.081
C  2.01  2.15  -7.45  -0.065
H  1.99  -0.81  -0.99  0.092
C  1.02  -0.99  -0.38  -0.159
H  -5.29  3.18  6.05  0.094
C  -2.12  -2.22  -0.22  -0.141
C  3.46  3.38  -3.59  0.016
N  2.96  1.91  -5.15  -0.046
H  2.59  0.25  -3.82  0.173
H  -0.70  -2.30  1.71  0.085
C  -4.66  0.06  4.06  -0.043
H  0.59  -3.18  0.26  0.113
C  2.74  1.26  -6.46  -0.161
H  -2.70  2.72  6.81  0.095
C  3.29  -0.57  2.66  -0.386
C  3.36  3.22  -4.94  0.016
H  2.15  1.55  -1.29  0.089
H  1.83  1.61  -8.38  0.092
C  3.76  -2.02  3.18  -0.002
C  -0.96  -2.60  -1.27  -0.183
H  3.72  4.22  -2.97  0.142
H  -5.81  -1.30  -0.01  0.116
H  3.72  0.97  -6.85  0.136
C  -3.18  -0.22  4.54  -0.047
C  -2.50  -1.51  3.86  -0.260
H  1.23  -2.98  -1.45  0.116
C  -5.37  1.30  4.65  -0.007
H  -1.37  0.53  5.85  0.109
C  -4.32  -1.40  1.81  -0.041
O  3.28  0.38  3.50  0.066
C  -5.33  -0.94  2.98  -0.252
H  -1.08  -3.64  -1.73  0.122
C  -3.21  1.98  6.09  -0.046
H  -6.44  1.51  4.28  0.109
H  3.32  -2.16  4.24  0.106
C  3.15  1.87  -1.59  0.026
H  2.16  0.35  -6.29  0.130
H  0.29  -0.19  -0.73  0.115
H  0.76  0.03  1.63  0.146
C  1.48  -0.76  1.18  -0.172
H  3.52  3.87  -5.77  0.135
N  3.15  2.17  -3.02  -0.087
H  1.39  -1.77  1.69  0.106
H  3.42  2.77  -1.02  0.110
C  -3.60  -1.95  -0.68  -0.007
C  -4.73  -1.53  0.32  0.014
O  -1.80  -2.33  4.50  0.053
C  0.53  -2.49  -0.67  -0.219
O  -6.52  -1.35  3.07  0.056
C  -2.46  0.72  5.53  -0.001
O  2.89  -0.32  1.29  -0.111
H  4.89  -2.09  3.26  0.096
C  -2.85  -1.69  2.29  -0.014
H  -1.05  -1.82  -2.12  0.115
C  -4.69  2.28  5.66  -0.042
H  1.05  2.47  -7.04  0.092
C  2.85  1.29  -3.98  0.000
H  -3.92  -2.02  -1.78  0.100

***

No. 6
The following is a DFT calculation (ωB97M-V/def2-TZVPD) of a cluster of 7 separate species, C17H40Br8Cl2N2O2 in total.

The calculation puts the HOMO energy (spin up / spin down) at -10.74 / -10.73 eV. The spin multiplicity is 2. The total charge is +1. Its total energy is -22443.74174 hartree.

Each line ends with the Löwdin charge.
Cartesian coordinates (Å):
C  -16.15  -20.18  -8.65  -0.425
N  -17.41  -21.71  -14.32  0.016
O  -18.08  -20.52  -7.30  -0.200
H  -8.92  -22.36  -9.14  0.070
H  -15.43  -19.69  -12.55  0.064
Br  -11.45  -17.47  -15.55  0.688
Br  -6.63  -21.37  -8.21  0.570
H  -7.52  -20.95  -11.07  0.054
C  -15.82  -21.63  -8.64  -0.080
H  -15.07  -22.40  -15.35  0.114
Cl  -11.23  -16.65  -11.54  0.524
C  -16.19  -20.46  -12.58  -0.037
C  -8.41  -21.40  -9.13  -0.618
H  -18.20  -20.43  -5.25  0.088
C  -14.89  -21.82  -14.45  -0.134
H  -15.28  -21.96  -9.53  0.064
H  -7.51  -18.70  -12.78  -0.016
H  -10.07  -11.54  -10.26  0.068
H  -19.20  -19.26  -6.16  0.083
H  -14.59  -19.54  -9.71  0.037
H  -12.37  -22.07  -15.49  0.089
H  -14.21  -19.80  -8.12  0.071
H  -16.00  -21.30  -11.92  0.068
H  -9.20  -18.36  -13.01  0.000
H  -15.08  -21.84  -7.86  0.080
H  -16.22  -20.23  -14.81  0.122
C  -16.20  -21.02  -14.05  -0.444
H  -17.20  -20.12  -12.34  0.071
C  -9.64  -13.26  -11.37  -0.712
H  -11.70  -20.75  -14.49  0.040
H  -8.55  -17.06  -15.13  0.015
H  -10.62  -12.82  -9.48  0.083
H  -16.67  -22.31  -8.66  0.082
O  -13.72  -20.92  -14.57  -0.224
Br  -9.32  -12.26  -12.94  0.955
H  -12.31  -22.21  -13.68  0.086
C  -10.56  -12.48  -10.51  -0.723
Br  -8.19  -18.63  -10.23  0.633
N  -14.91  -19.45  -8.76  0.030
C  -8.35  -20.58  -10.47  -0.646
H  -16.70  -20.05  -9.59  0.119
Cl  -11.73  -19.38  -11.07  0.595
H  -6.82  -17.41  -14.81  0.065
H  -13.29  -17.78  -11.64  0.041
H  -9.06  -20.81  -8.49  0.035
H  -10.97  -17.25  -18.06  0.057
H  -9.31  -20.76  -10.95  0.014
H  -17.38  -21.81  -15.33  0.075
Br  -7.61  -15.68  -13.24  0.732
C  -11.84  -17.56  -17.48  -0.658
H  -17.35  -18.55  -7.81  0.121
H  -12.01  -18.57  -17.83  0.062
H  -14.02  -17.01  -17.42  0.052
C  -12.26  -18.01  -11.93  -1.057
H  -14.69  -22.58  -13.70  0.114
H  -12.99  -15.68  -17.49  0.051
H  -9.97  -14.28  -11.55  -0.001
C  -17.07  -19.55  -7.48  -0.156
H  -19.76  -20.84  -6.03  0.089
C  -8.27  -18.53  -13.55  -0.695
Br  -8.39  -20.26  -14.58  0.610
Br  -13.35  -16.74  -19.77  0.631
H  -18.26  -21.20  -14.13  0.078
Br  -12.35  -12.18  -11.21  0.753
C  -7.81  -17.34  -14.38  -0.554
C  -12.44  -21.54  -14.54  -0.119
C  -13.06  -16.71  -17.83  -0.698
C  -18.82  -20.28  -6.14  -0.121
H  -16.50  -19.56  -6.55  0.116
H  -12.14  -18.24  -12.99  -0.045
H  -8.68  -13.44  -10.89  0.086